Density functional theory data (ωB97M-V/def2-TZVPD) for a gas-phase ion, C5H11NOS (charge +1) at a distorted geometry.

Computed properties:
<S²> ... 0.774
Gap between HOMO and LUMO (alpha / beta) ... 8.87 / 4.35 eV
HOMO level (alpha / beta) ... -12.776 / -12.720 eV
Energy ... -19726.3150 eV
Total charge ... +1
Multiplicity ... 2
LUMO energy (alpha / beta) ... -3.9 / -8.4 eV

Element x y z (Å)
H1 2.17905 1.20730 -1.08752
H2 0.00358 -0.69322 2.45783
C1 0.33383 -0.80399 -2.20121
H3 -3.20657 -0.59409 1.43719
H4 -1.18166 1.83000 1.20745
H5 -1.22075 0.38527 3.08389
C2 2.01174 0.25493 -0.72669
H6 1.15492 -0.66773 -2.90899
S1 -2.19104 -1.42119 1.74428
H7 2.06514 0.32303 0.42215
H8 0.46691 1.24248 1.44716
C3 -0.50692 0.97459 1.11859
H9 2.67825 -0.55199 -1.16514
H10 0.25489 -1.88285 -2.01241
C4 -0.90789 -0.06575 2.13511
H11 -0.60419 -0.78929 -2.66951
N1 0.60784 -0.12296 -0.98140
C5 -0.43893 0.58238 -0.33607
O1 -1.49819 0.79309 -0.96471

=====

Density functional theory data (ωB97M-V/def2-TZVPD) for 2 unconnected molecules or ions with the total composition C6H17NO at a distorted geometry.

Computed properties:
<S²> ... 0.754
Gap between HOMO and LUMO (alpha / beta) ... 11.92 / 7.41 eV
HOMO level (alpha / beta) ... -15.069 / -15.070 eV
Energy ... -10026.4519 eV
Total charge ... +1
Multiplicity ... 2
LUMO energy (alpha / beta) ... -3.2 / -7.7 eV

Element x y z (Å)
C1 -0.06717 0.20842 2.34577
C2 0.75067 -1.20396 -1.27723
H1 0.09459 -1.68323 -0.55933
H2 0.48823 1.11632 -2.72309
O1 -3.18679 -0.37737 -1.44909
H3 0.40113 -1.81216 2.86002
H4 1.65331 -1.81913 -1.33461
H5 -0.64553 1.63718 -0.54684
H6 -2.41007 -0.02644 -0.99616
H7 0.33855 -1.23229 -2.28482
H8 -0.95559 -0.63554 0.67719
C3 0.95845 -0.91008 2.64802
C4 1.40855 1.07170 -2.13850
H9 0.72389 1.73167 0.53428
H10 1.63301 -1.10249 1.80345
H11 -0.96865 0.02025 2.94022
C5 1.12507 0.22500 -0.90795
H12 2.28611 0.70166 -2.61633
H13 0.19076 1.19829 2.72735
H14 1.73111 2.09354 -1.89726
H15 1.67256 -0.56066 3.38525
H16 -3.52071 -0.97250 -0.76629
C6 0.10494 1.03677 -0.01609
N1 -0.52271 0.23339 0.99090
H17 1.98040 0.16176 -0.22458

=====

Density functional theory data (ωB97M-V/def2-TZVPD) for a molecular structure, C8H19CdGeNOSSe3Te.

Computed properties:
Gap between HOMO and LUMO ... 7.33 eV
HOMO level ... -8.224 eV
Energy ... -287390.6791 eV
Multiplicity ... 1
LUMO energy ... -0.9 eV

Element x y z (Å)
H1 2.23429 3.25737 -1.72849
H2 3.61201 -1.62429 -0.79249
H3 -0.66499 -2.09787 1.50896
H4 -1.55266 1.73839 -0.12289
H5 1.05204 2.82068 1.07096
Se1 -4.38629 2.73569 0.03325
C1 2.29990 3.23831 -0.63883
C2 0.54382 1.42094 -0.47631
O1 -1.74570 0.01540 5.42382
Se2 -4.58257 -0.40324 -2.09934
C3 -0.79475 0.99957 0.14846
H6 1.32960 0.70136 -0.22338
H7 -0.70264 0.96555 1.23856
H8 2.59213 4.23411 -0.30570
H9 3.47195 -2.62405 -2.23801
Te1 -6.11566 1.25988 -1.00626
C4 1.61873 -2.40915 -1.12116
C5 3.13523 -2.51515 -1.20710
H10 -0.84393 -3.15406 0.11713
Se3 -3.61480 -1.42182 -0.19816
H11 -1.18362 -0.84820 -2.03868
H12 1.56982 -1.36013 0.75347
N1 -3.28706 0.32057 3.45302
H13 0.19206 3.52749 -0.28194
H14 1.28173 -1.55431 -1.71779
H15 1.15502 -3.29246 -1.57140
H16 3.10074 2.54781 -0.36634
H17 0.45631 1.41228 -1.56786
S1 -1.91208 0.29031 4.01047
Cd1 -3.69784 0.72918 1.43765
C6 0.97590 2.81074 -0.02028
C7 1.13005 -2.26149 0.31421
Ge1 -1.28490 -0.76901 -0.51066
C8 -0.39328 -2.21853 0.45630
H18 1.51263 -3.09557 0.91033
H19 3.49884 -3.37631 -0.64350

=====

Density functional theory data (ωB97M-V/def2-TZVPD) for a molecular structure, C6H7LiO4Tm at a distorted geometry.

Computed properties:
<S²> ... 3.757
Gap between HOMO and LUMO (alpha / beta) ... 5.83 / 3.84 eV
HOMO level (alpha / beta) ... -12.556 / -14.556 eV
Energy ... -44238.5612 eV
Total charge ... +2
Multiplicity ... 4
LUMO energy (alpha / beta) ... -6.7 / -10.7 eV

Element x y z (Å)
O1 3.47856 -0.75925 -0.17998
C1 2.82744 -1.66485 0.30279
C2 -1.18371 -1.86669 -0.53144
H1 -1.38213 -1.11089 -1.31230
O2 0.36184 1.63631 -0.93076
H2 1.66153 0.91106 -2.28559
H3 2.14393 2.50066 -1.38346
O3 3.40304 -2.51169 1.14768
H4 2.84079 -3.27782 1.32940
H5 -1.65051 -2.19019 1.55165
C3 1.42076 -1.85683 0.05056
C4 -2.04529 -1.55419 0.72457
C5 0.23749 -1.86583 -0.22470
H6 -1.81088 -0.50335 1.02387
Li1 -4.71669 -2.29818 -0.37977
C6 1.43235 1.67399 -1.52437
H7 -1.47375 -2.84878 -0.94531
Tm1 -1.03908 2.81540 0.55706
O4 -3.37040 -1.75193 0.49680